(1)
A single CH5NO2 molecule in a non-equilibrium geometry, computed with wB97M-V/def2-TZVPD.

```
9
Properties=species:S:1:pos:R:3
O 0.23 1.31 0.22
H -0.55 1.88 0.34
H 1.32 -0.49 -1.12
H -0.87 0.24 -1.15
O -1.17 -0.38 0.78
H 1.35 -0.63 0.47
H -0.74 -1.22 1.01
N 0.75 -0.82 -0.34
C -0.32 0.11 -0.21
```

Frontier orbital gap ... 0.4256 Ha
SMILES string ... NC(O)O

(2)
2 unconnected molecules or ions with the total composition CH5NO2 in a non-equilibrium geometry, computed with wB97M-V/def2-TZVPD.

```
9
Properties=species:S:1:pos:R:3
H -1.54 -0.83 -0.88
H 1.46 1.34 0.80
C 1.32 0.67 -0.05
H -1.75 -0.90 0.80
O 1.35 -0.56 0.09
N -1.13 -0.57 0.04
H -0.13 -1.02 0.12
O -0.92 0.75 0.13
H 1.34 1.12 -1.04
```

Frontier orbital gap (spin up / spin down) ... 0.2243 / 0.2310 Ha
2S+1 ... 3

(3)
2 unconnected molecules or ions with the total composition CH5NO2P in a non-equilibrium geometry, computed with wB97M-V/def2-TZVPD.

```
10
Properties=species:S:1:pos:R:3
N -0.31 -1.51 0.19
H 2.03 0.40 0.47
P -0.60 0.16 0.40
H 0.97 1.91 0.20
O -0.86 0.47 1.83
O -2.41 0.81 -1.81
C 1.15 0.88 -0.07
H 1.46 0.70 -1.01
H -0.40 -1.63 -0.84
H -1.03 -2.19 0.64
```

Frontier orbital gap (spin up / spin down) ... 0.2478 / 0.2612 Ha
Total charge ... -1

Computed E_tot (a.u.) in order:
-246.33122; -246.05879; -587.59398
Computed energy above the lowest of the compared OMol25 structures with the same formula, charge and spin (kcal/mol) in order:
16.1; 36.7; 143.2